{"formula": "C3H3NO", "method": "wB97M-V/def2-TZVPD", "max_force_ev_per_a": 3.81, "orbital_gap_ev": 10.236, "mol_weight_g_mol": 69.1, "homo_ev": -9.290, "smiles": "c1cocn1", "species": ["C", "C", "O", "C", "N", "H", "H", "H"], "coordinates": [[0.290, 0.145, -1.114], [0.976, 0.555, 0.015], [0.302, 0.270, 1.156], [-0.896, -0.425, 0.558], [-0.897, -0.523, -0.762], [0.898, -0.033, -2.124], [2.127, 0.987, 0.036], [-1.383, -1.108, 1.422]]}



{"formula": "C53H68F9N3O2Si2", "method": "wB97M-V/def2-TZVPD", "max_force_ev_per_a": 2.04, "orbital_gap_ev": 9.214, "mol_weight_g_mol": 1006.3, "homo_ev": -8.841, "species": ["C", "C", "C", "C", "C", "C", "C", "C", "C", "Si", "O", "Si", "C", "C", "C", "C", "N", "C", "N", "N", "C", "C", "O", "C", "F", "F", "F", "H", "H", "H", "H", "H", "H", "H", "H", "H", "H", "H", "H", "H", "H", "H", "H", "H", "H", "H", "H", "H", "H", "H", "H", "H", "H", "H", "H", "H", "H", "H", "H", "H", "H", "H", "H", "H", "H", "F", "C", "C", "C", "C", "C", "C", "H", "H", "H", "H", "H", "F", "C", "C", "C", "C", "C", "C", "H", "H", "H", "H", "H", "F", "C", "C", "C", "C", "C", "C", "H", "H", "H", "H", "H", "F", "C", "C", "C", "C", "C", "C", "H", "H", "H", "H", "H", "F", "C", "C", "C", "C", "C", "C", "H", "H", "H", "H", "H", "F", "C", "C", "C", "C", "C", "C", "H", "H", "H", "H", "H"], "coordinates": [[-3.681, 5.193, -1.492], [-2.234, 5.750, -1.529], [-1.612, 5.695, -2.930], [-0.381, 6.630, -2.971], [0.993, 5.921, -2.998], [1.160, 4.732, -2.030], [2.284, 4.940, -0.966], [1.911, 4.269, 0.368], [2.569, 2.889, 0.550], [1.499, 1.710, 1.564], [1.829, 0.162, 1.009], [0.537, -0.894, 0.908], [-0.891, -0.267, -0.145], [-2.258, -0.872, 0.239], [-3.065, -1.451, -0.921], [-3.565, -0.498, -2.055], [-3.336, 0.951, -1.952], [-2.385, 1.536, -2.840], [-2.669, 1.629, -4.056], [-1.141, 2.066, -2.427], [1.177, -2.477, 0.058], [2.641, -2.777, 0.352], [2.875, -2.638, 1.741], [3.632, -1.918, -0.477], [4.434, -2.725, -1.161], [3.055, -1.131, -1.366], [4.364, -1.175, 0.286], [-3.737, 4.305, -0.866], [-4.006, 4.918, -2.492], [-4.374, 5.900, -1.047], [-1.662, 5.171, -0.803], [-2.250, 6.769, -1.153], [-2.392, 6.051, -3.596], [-1.348, 4.671, -3.192], [-0.420, 7.389, -2.196], [-0.439, 7.185, -3.909], [1.260, 5.668, -4.018], [1.724, 6.670, -2.689], [0.259, 4.503, -1.471], [1.437, 3.868, -2.632], [2.321, 6.015, -0.792], [3.243, 4.580, -1.326], [2.269, 4.909, 1.173], [0.835, 4.165, 0.489], [2.723, 2.401, -0.413], [3.524, 2.927, 1.069], [1.749, 1.848, 3.013], [0.068, 2.057, 1.374], [0.078, -1.305, 2.253], [-0.711, -0.499, -1.195], [-0.990, 0.809, -0.105], [-2.899, -0.178, 0.781], [-2.080, -1.684, 0.947], [-3.933, -1.953, -0.498], [-2.468, -2.249, -1.364], [-4.633, -0.679, -2.176], [-3.118, -0.825, -2.987], [-3.321, 1.323, -1.011], [-3.609, 1.240, -4.143], [-0.392, 1.389, -2.458], [-1.183, 2.547, -1.537], [0.536, -3.295, 0.391], [0.992, -2.359, -1.009], [2.827, -3.820, 0.093], [3.230, -3.480, 2.049], [4.599, 7.908, -3.808], [5.110, 6.674, -3.971], [5.961, 6.164, -3.010], [6.482, 4.889, -3.176], [6.156, 4.145, -4.302], [5.303, 4.674, -5.260], [4.771, 5.943, -5.094], [6.209, 6.762, -2.142], [7.144, 4.477, -2.426], [6.568, 3.152, -4.430], [5.051, 4.096, -6.140], [4.097, 6.367, -5.827], [4.094, -5.404, 2.363], [3.379, -6.550, 2.482], [2.470, -6.873, 1.497], [1.738, -8.045, 1.616], [1.919, -8.868, 2.719], [2.838, -8.523, 3.702], [3.580, -7.356, 3.583], [2.338, -6.213, 0.648], [1.027, -8.316, 0.851], [1.343, -9.779, 2.812], [2.976, -9.160, 4.562], [4.306, -7.071, 4.334], [-6.043, 1.382, -4.193], [-6.610, 0.394, -4.906], [-7.978, 0.408, -5.092], [-8.569, -0.612, -5.822], [-7.790, -1.635, -6.345], [-6.417, -1.634, -6.144], [-5.817, -0.611, -5.425], [-8.568, 1.209, -4.667], [-9.639, -0.610, -5.980], [-8.255, -2.433, -6.910], [-5.810, -2.433, -6.549], [-4.746, -0.587, -5.265], [-0.987, 5.486, 1.799], [-0.676, 6.493, 2.638], [-0.735, 6.289, 4.002], [-0.397, 7.330, 4.855], [-0.016, 8.560, 4.337], [0.034, 8.748, 2.963], [-0.294, 7.709, 2.106], [-1.041, 5.325, 4.388], [-0.433, 7.180, 5.926], [0.244, 9.371, 5.006], [0.327, 9.707, 2.558], [-0.254, 7.834, 1.031], [2.229, -8.836, 6.733], [2.690, -7.822, 7.493], [2.321, -6.529, 7.179], [2.793, -5.487, 7.962], [3.631, -5.748, 9.038], [3.994, -7.054, 9.335], [3.518, -8.103, 8.561], [1.673, -6.347, 6.331], [2.507, -4.469, 7.732], [4.001, -4.932, 9.645], [4.650, -7.258, 10.171], [3.783, -9.129, 8.780], [-0.770, -9.799, 0.793], [-1.788, -8.918, 0.722], [-1.698, -7.854, -0.153], [-2.749, -6.951, -0.227], [-3.866, -7.116, 0.579], [-3.937, -8.189, 1.457], [-2.894, -9.101, 1.528], [-0.815, -7.738, -0.769], [-2.694, -6.117, -0.915], [-4.682, -6.408, 0.522], [-4.805, -8.316, 2.089], [-2.934, -9.947, 2.200]]}



{"formula": "C18H39AsINO5Re", "method": "wB97M-V/def2-TZVPD", "max_force_ev_per_a": 0.31, "orbital_gap_ev": [8.694, 7.856], "charge": 2, "mol_weight_g_mol": 737.5, "homo_ev": [-13.972, -13.538], "multiplicity": 2, "species": ["Re", "C", "C", "O", "C", "C", "O", "C", "C", "O", "C", "C", "O", "H", "H", "H", "H", "H", "H", "H", "H", "H", "H", "H", "H", "H", "H", "H", "H", "N", "C", "O", "C", "I", "H", "H", "H", "H", "C", "As", "C", "C", "H", "H", "H", "H", "H", "H", "H", "H", "H", "C", "C", "C", "C", "C", "H", "H", "H", "H", "H", "H", "H", "H", "H", "H"], "coordinates": [[-0.084, -0.217, -0.018], [-3.206, 1.043, -1.883], [-2.649, -0.186, -2.563], [-1.244, -0.285, -2.245], [-0.595, -1.361, -2.938], [-0.718, -2.624, -2.126], [-0.209, -2.335, -0.806], [-0.828, -3.129, 0.225], [-2.111, -2.470, 0.659], [-1.819, -1.090, 0.968], [-2.977, -0.356, 1.422], [-3.781, 0.173, 0.260], [-2.933, 1.015, -0.501], [-4.278, 1.130, -2.080], [-2.715, 1.931, -2.278], [-2.765, -0.086, -3.645], [-3.167, -1.098, -2.249], [0.450, -1.081, -3.039], [-1.027, -1.499, -3.931], [-0.136, -3.439, -2.560], [-1.761, -2.937, -2.049], [-0.114, -3.169, 1.043], [-1.014, -4.140, -0.139], [-2.504, -2.958, 1.553], [-2.871, -2.509, -0.125], [-2.588, 0.454, 2.028], [-3.581, -1.011, 2.050], [-4.641, 0.730, 0.644], [-4.169, -0.649, -0.350], [2.512, 1.226, -3.170], [2.318, 1.037, -1.871], [1.303, 0.423, -1.483], [3.368, 1.531, -0.924], [3.799, 3.602, -1.181], [1.820, 0.924, -3.837], [3.296, 1.766, -3.502], [4.303, 0.999, -1.086], [3.028, 1.369, 0.092], [-1.713, 2.821, 1.835], [-0.257, 2.176, 0.727], [-0.332, 3.443, -0.738], [1.210, 2.830, 1.811], [-1.558, 3.887, 1.994], [-1.697, 2.324, 2.805], [-2.668, 2.668, 1.342], [-0.144, 4.446, -0.358], [-1.326, 3.412, -1.181], [0.410, 3.205, -1.498], [0.998, 3.856, 2.110], [2.150, 2.817, 1.267], [1.298, 2.206, 2.699], [2.084, -2.471, 2.690], [2.307, -1.268, 1.755], [3.016, -1.750, 0.491], [3.173, -0.251, 2.517], [0.961, -0.631, 1.482], [3.050, -2.850, 3.025], [1.578, -3.295, 2.186], [1.509, -2.193, 3.575], [3.941, -2.265, 0.755], [3.277, -0.927, -0.171], [2.392, -2.450, -0.069], [4.137, -0.702, 2.757], [2.701, 0.043, 3.457], [3.364, 0.654, 1.939], [0.428, -0.460, 2.434]]}